ORCA calculation (wB97M-V/def2-TZVPD) on a cluster of 2 separate species, H8SSi3 in total in a non-equilibrium geometry.

Positions of all 12 atoms, in Å:
S: 1.009 0.666 0.163
Si: 1.328 1.318 -3.800
Si: -0.872 -1.638 2.182
Si: -0.303 0.545 1.750
H: -0.386 -3.104 2.088
H: -1.640 0.947 1.006
H: -0.019 1.742 2.603
H: 1.711 2.337 -2.834
H: -1.314 -1.459 3.701
H: 2.383 0.782 -4.609
H: 0.495 0.204 -3.325
H: -2.157 -1.539 1.461

Atomic forces in eV per Å
0.862 -0.201 -0.867
-0.898 0.019 -0.255
-1.375 -1.058 2.311
-1.076 1.634 -1.123
0.284 1.385 -0.184
0.946 -0.375 0.839
-0.096 -0.776 0.504
0.169 0.102 0.353
0.421 -0.301 -1.326
0.786 -0.164 -0.371
-0.068 0.046 0.268
0.045 -0.311 -0.149

## Properties
**HOMO level (spin up / spin down)**: -9.7 / -7.7 eV
**Orbital gap (spin up / spin down)**: 9.03 / 5.07 eV
**E**: -34592.84724 eV